Version A
Formula: C7H12
Source: OMol25
Level of theory: ωB97M-V/def2-TZVPD

Computed properties:
HOMO-LUMO gap, eV: 8.784
HOMO level, eV: -8.14
LUMO energy, Eh: 0.0238

Bonds (Å) are listed after each position.
Positions of all 19 atoms, in Å:
1 C -1.82847 0.51631 -1.78697  C2 1.348, H8 1.077, H9 1.081
2 C -0.72614 0.13944 -1.10822  C1 1.348, C3 1.502, H10 1.079
3 C -0.63774 0.29603 0.38299  C2 1.502, C4 1.365, C5 1.525
4 C -1.42077 1.21200 1.02379  C3 1.365, H11 1.084, H12 1.083
5 C 0.26996 -0.57114 1.24897  C3 1.525, C6 1.514, H13 1.099, H14 1.093
6 C 1.39828 -1.23484 0.48795  C5 1.514, C7 1.553, H15 1.091, H16 1.114
7 C 2.36198 -0.25305 -0.23210  C6 1.553, H17 1.086, H18 1.095, H19 1.099
8 H -2.64389 1.02714 -1.30212  C1 1.077
9 H -1.89244 0.28589 -2.84119  C1 1.081
10 H 0.09659 -0.05557 -1.77830  C2 1.079
11 H -0.98772 1.80256 1.82275  C4 1.084
12 H -2.41800 1.45324 0.67773  C4 1.083
13 H -0.37641 -1.31866 1.72941  C5 1.099
14 H 0.65562 0.05106 2.06011  C5 1.093
15 H 2.01239 -1.95208 1.03415  C6 1.091
16 H 0.94148 -1.86205 -0.31117  C6 1.114
17 H 2.11599 0.03877 -1.24902  C7 1.086
18 H 2.39234 0.59952 0.45375  C7 1.095
19 H 3.32240 -0.78595 -0.26961  C7 1.099

Atom charges from the Löwdin analysis, given in e for atoms 1 to 5:
1. C 0.010
2. C -0.125
3. C -0.283
4. C 0.046
5. C -0.195

=====

Version B
Formula: C7H12
Source: OMol25
Level of theory: ωB97M-V/def2-TZVPD

Computed properties:
HOMO-LUMO gap, eV: 8.427
HOMO level, eV: -8.17
LUMO energy, Eh: 0.0094

Bonds (Å) are listed after each position.
Positions of all 19 atoms, in Å:
1 C 1.17374 2.37758 -0.88823  C2 1.480, H8 1.101, H9 1.102, H10 1.098
2 C -0.07823 1.64397 -0.59846  C1 1.480, C3 1.492
3 C -0.00105 0.20193 -0.97183  C2 1.492, C4 1.530, H12 1.101, H13 1.107
4 C -0.32658 -0.65565 0.25256  C3 1.530, C5 1.498, C6 1.502, C7 1.515
5 C -1.73059 -1.13462 0.46241  C4 1.498, C6 1.508, H14 1.087, H15 1.087
6 C -0.66122 -2.10145 0.02021  C4 1.502, C5 1.508, H16 1.088, H17 1.088
7 C 0.49537 -0.28128 1.46833  C4 1.515, H11 1.098, H18 1.097, H19 1.095
8 H 0.90368 3.11604 -1.65915  C1 1.101
9 H 2.04250 1.79616 -1.23765  C1 1.102
10 H 1.45095 2.99430 -0.02367  C1 1.098
11 H 0.27833 0.75552 1.75638  C7 1.098
12 H -0.78438 0.03752 -1.72831  C3 1.101
13 H 0.96490 -0.12952 -1.40005  C3 1.107
14 H -2.48890 -0.83743 -0.25673  C5 1.087
15 H -2.09246 -1.20619 1.48503  C5 1.087
16 H -0.68817 -2.46333 -1.00510  C6 1.088
17 H -0.29577 -2.83192 0.73853  C6 1.088
18 H 1.56951 -0.35910 1.25964  C7 1.097
19 H 0.26836 -0.92253 2.32610  C7 1.095

Atom charges from the Löwdin analysis, given in e for atoms 1 to 5:
1. C -0.166
2. C 0.007
3. C -0.226
4. C -0.520
5. C -0.092

=====

Version C
Formula: C7H12
Source: OMol25
Level of theory: ωB97M-V/def2-TZVPD

Computed properties:
HOMO-LUMO gap, eV: 9.523
HOMO level, eV: -8.46
LUMO energy, Eh: 0.0391

Bonds (Å) are listed after each position.
Positions of all 19 atoms, in Å:
1 C 0.01338 2.42949 -0.77062  C2 1.354, H8 1.052, H9 1.042
2 C -0.13208 1.11953 -1.07874  C1 1.354, C3 1.455, H10 1.080
3 C -0.31835 0.03426 -0.12844  C2 1.455, C4 1.323, C6 1.526
4 C -1.33092 -0.78156 -0.37098  C3 1.323, C5 1.436, H11 1.123
5 C -1.90396 -1.65149 0.61739  C4 1.436, H12 1.150, H13 1.149, H14 1.135
6 C 0.83920 -0.13620 0.85161  C3 1.526, C7 1.536, H15 1.175, H16 1.137
7 C 2.18320 -0.27657 0.12076  C6 1.536, H17 1.129, H18 1.072, H19 1.060
8 H 0.25687 3.15848 -1.48824  C1 1.052
9 H -0.00904 2.88628 0.16525  C1 1.042
10 H -0.00238 0.74414 -2.08335  C2 1.080
11 H -1.88382 -0.75385 -1.34771  C4 1.123
12 H -1.36704 -2.64992 0.80830  C5 1.150
13 H -3.00507 -1.86431 0.36605  C5 1.149
14 H -2.11549 -1.09907 1.58582  C5 1.135
15 H 0.79411 0.79844 1.56157  C6 1.175
16 H 0.44022 -0.99485 1.48065  C6 1.137
17 H 2.10621 -0.29452 -1.00589  C7 1.129
18 H 2.63923 -1.21982 0.34559  C7 1.072
19 H 2.79574 0.55155 0.37098  C7 1.060

Atom charges from the Löwdin analysis, given in e for atoms 1 to 5:
1. C 0.035
2. C -0.158
3. C -0.320
4. C -0.174
5. C -0.150

=====

Ranked by calculated energy, most stable first: version C, version A, version B.